A molecular structure, BrFIN. Source: the OMol25 dataset; level of theory: wB97M-V/def2-TZVPD.

Structure (XYZ):
```
4
Properties=species:S:1:pos:R:3:nbo_charge:R:1
N 0.3831 0.2580 -0.1508 -0.191
F -0.5368 -0.3172 0.6631 -0.234
Br -1.0879 0.9382 -1.6187 0.037
I 1.6289 -1.1101 -0.9020 0.389
```

The calculation puts the LUMO energy (alpha / beta) at -0.075 / -0.075 Ha. Its HOMO energy (alpha / beta) is -9.98 / -9.98 eV. Its orbital gap (alpha / beta) is 7.933 / 7.935 eV. Its total charge is 0.

***

2 unconnected molecules or ions with the total composition C2H6O2. Source: the OMol25 dataset; level of theory: wB97M-V/def2-TZVPD.

Structure (XYZ):
```
10
Properties=species:S:1:pos:R:3:nbo_charge:R:1
C -1.3440 1.4825 0.0025 -0.530
C -0.5399 0.9524 -0.9059 0.157
O 0.5558 0.1852 -0.6471 -0.710
H -2.1263 2.1765 -0.2456 0.210
H -1.1982 1.2266 1.0488 0.191
H -0.7458 1.0813 -1.9626 0.169
H 0.3753 -0.3553 0.1389 0.502
O 0.9211 -1.9322 1.1475 -0.956
H 1.7820 -2.0657 0.7385 0.483
H 0.8233 -2.6506 1.7774 0.484
```

Its SMILES is C=CO.O. The calculation puts the LUMO energy at 0.021 Ha. Its HOMO energy is -8.89 eV. Its orbital gap is 9.472 eV. Its total charge is 0.

***

2 unconnected molecules or ions with the total composition C8H9B. Source: the OMol25 dataset; level of theory: wB97M-V/def2-TZVPD.

Structure (XYZ):
```
18
Properties=species:S:1:pos:R:3:nbo_charge:R:1
B -1.2250 0.6253 -3.6330 -0.036
C 0.9686 -1.0596 2.5944 -0.156
C 1.6890 0.0627 2.2056 -0.230
C -0.1281 -1.4726 1.8450 -0.216
C 1.3413 0.7545 1.0693 -0.126
C -0.5082 -0.7726 0.7265 -0.115
C 0.2151 0.3651 0.2962 -0.271
C -1.7674 0.2659 -2.3787 -0.314
C -0.2259 1.1753 -0.7404 0.035
H -0.6106 1.5860 -3.8813 -0.007
H -1.3902 -0.1825 -4.4747 0.015
H 1.2614 -1.6130 3.4736 0.218
H 2.5393 0.3844 2.7872 0.220
H -0.6918 -2.3429 2.1511 0.219
H 1.9000 1.6276 0.7672 0.217
H -1.3516 -1.0951 0.1367 0.221
H -2.4704 -0.1526 -1.6946 0.171
H 0.4544 1.8441 -1.2499 0.153
```

The calculation puts the LUMO energy (alpha / beta) at -0.058 / -0.047 Ha. Its HOMO energy (alpha / beta) is -7.74 / -8.24 eV. Its orbital gap (alpha / beta) is 6.165 / 6.954 eV. Its total charge is 0.

***

A single C3H7PS2 molecule. Source: the OMol25 dataset; level of theory: wB97M-V/def2-TZVPD.

Structure (XYZ):
```
13
Properties=species:S:1:pos:R:3:nbo_charge:R:1
C 0.7757 0.0375 -1.5716 -0.938
P 0.3204 1.3738 -0.4349 0.614
C 0.1762 0.5010 1.1776 -0.238
S 0.6222 1.2781 2.8902 -0.123
C -0.7376 -0.6751 1.1870 -0.658
S -2.2016 -0.2177 0.1966 0.021
H 1.2060 -0.6713 -0.9551 0.223
H 1.3411 0.4725 -2.3692 0.252
H -0.0770 -0.4349 -2.1386 0.234
H 1.6304 1.9293 -0.2361 -0.010
H -0.9568 -0.9115 2.1606 0.247
H -0.2097 -1.5370 0.8208 0.247
H -1.8892 -1.1447 -0.7274 0.129
```

Its SMILES is CPC(=S)CS. The calculation puts the LUMO energy (alpha / beta) at -0.042 / -0.042 Ha. Its HOMO energy (alpha / beta) is -8.50 / -8.50 eV. Its orbital gap (alpha / beta) is 7.348 / 7.346 eV. Its total charge is 0.

***

Relative energy (zero: lowest compared OMol25 entry of this formula, charge and spin) readings, ordered: 12.1 20.3 135.0 46.0 kcal/mol
Maximum force readings, ordered: 3.5 0.6 3.4 5.8 eV/A